# 1
C7H15NO2S | ωB97M-V with the def2-TZVPD basis set

Structure (XYZ):
```
26
Properties=species:S:1:pos:R:3:forces:R:3
N 1.222847 -3.758624 0.887237 -0.2 0.1 0.0
C -0.021980 -2.980222 1.010659 0.6 -0.1 -0.1
C 0.104541 -1.623423 0.333418 -0.5 -0.1 0.0
C -1.274293 -1.034271 0.015133 0.1 0.0 0.3
C -1.337615 0.484481 0.061525 0.1 0.1 -0.3
C -0.281895 1.177337 -0.807697 -0.4 0.2 0.4
C -0.128708 2.636549 -0.375862 -0.3 -0.4 0.2
S 1.017176 2.811934 1.048651 0.2 0.1 0.1
O 0.238606 3.485880 -1.451415 0.6 0.1 -0.1
C 1.497199 3.296242 -1.958034 1.7 1.1 0.5
O 2.484492 3.879539 -1.557346 -1.8 -1.0 -0.6
H 1.020011 -4.745532 0.924404 0.0 -0.2 0.0
H 1.836920 -3.573264 1.666729 0.1 0.1 0.0
H -0.291083 -2.842299 2.057467 -0.3 0.0 0.1
H -0.809191 -3.548724 0.524894 -0.2 -0.1 -0.1
H 0.645489 -0.934694 0.979030 0.2 0.1 0.1
H 0.681994 -1.774355 -0.572290 0.2 0.1 -0.1
H -1.981289 -1.423801 0.748266 -0.2 0.0 0.1
H -1.630747 -1.386572 -0.949980 0.0 -0.1 -0.2
H -1.247789 0.836815 1.088049 0.1 -0.1 0.2
H -2.318162 0.810199 -0.283357 -0.2 0.1 0.0
H -0.623832 1.165209 -1.838823 0.1 -0.1 -0.3
H 0.665471 0.661992 -0.702672 0.3 -0.1 -0.2
H -1.092271 3.001769 -0.042264 -0.1 0.2 -0.1
H 0.087106 2.766681 2.007424 -0.1 0.0 -0.1
H 1.537003 2.611153 -2.813146 -0.1 -0.1 0.0
```
Positions in Å, forces in eV/Å.

Output
- HOMO-LUMO gap: 10.0654 eV
- LUMO energy: 0.66 eV
- SMILES: NCCCCC[C@@H](S)OC=O


# 2
C7H15NO2Si | ωB97M-V with the def2-TZVPD basis set

Structure (XYZ):
```
26
Properties=species:S:1:pos:R:3:forces:R:3
C 1.764783 -0.753121 1.569286 0.6 0.0 0.5
C 1.131755 -2.248898 3.264133 -2.4 -0.7 -1.0
C -0.566265 -0.538875 0.564351 0.0 -1.4 1.0
C 3.026917 0.886194 0.354360 -1.3 2.6 -2.4
C -2.954342 -0.625027 -1.000931 1.1 1.2 -2.1
C -0.229827 0.058225 -2.369921 0.2 1.3 -0.5
C -1.521601 2.270399 -0.770444 -0.2 0.3 0.4
N 1.896691 -1.397265 2.691719 0.5 0.1 0.0
O 0.773832 -0.529825 0.794101 -0.9 1.0 -1.5
O 2.920299 -0.217022 1.149615 0.5 -1.1 0.3
Si -1.297304 0.372706 -0.838276 -0.2 -0.4 -1.0
H 0.142021 -2.666482 2.867941 1.4 0.7 0.3
H 1.464767 -2.581987 4.205841 0.1 -0.5 1.1
H -1.124057 -1.427614 0.925767 0.6 0.6 0.2
H 3.852135 1.470434 0.784027 0.2 -0.4 -1.0
H 2.188586 1.603041 0.382650 -0.3 -0.3 1.0
H 2.919161 0.775443 -0.810397 1.4 -0.7 1.9
H -3.026685 -1.168872 -1.987956 0.4 0.3 1.1
H -3.071990 -1.284370 -0.183326 -0.4 -0.7 0.8
H -3.738913 0.106526 -1.069103 -0.7 0.2 0.3
H -0.606284 0.164126 -3.411549 -0.2 0.3 0.8
H 0.674892 0.678758 -2.278676 -0.3 0.3 -0.2
H 0.212334 -0.889743 -2.358265 0.3 -1.9 0.2
H -1.146914 2.617106 -1.754782 -0.8 -0.1 0.3
H -2.640782 2.310642 -0.668187 1.0 0.7 -0.3
H -1.043209 3.015501 -0.051979 -0.6 -1.5 -0.5
```
Positions in Å, forces in eV/Å.

Output
- HOMO-LUMO gap (spin up / spin down): 6.4731 / 8.2583 eV
- LUMO energy (spin up / spin down): -0.32 / 0.32 eV


# 3
C7H15NOSi | ωB97M-V with the def2-TZVPD basis set

Structure (XYZ):
```
25
Properties=species:S:1:pos:R:3:forces:R:3
C 1.708236 2.655355 1.645402 0.6 -0.9 -0.3
Si 1.454370 1.146573 0.540945 1.5 -2.6 2.0
C 2.659422 -0.195511 1.376972 0.7 1.6 0.1
N 0.062621 0.099136 0.850987 -0.1 1.2 -0.1
C -0.749053 -0.142785 1.698257 0.2 0.3 -0.4
O -1.569545 -0.415072 2.478455 -0.3 -0.2 0.4
H 2.788751 2.692020 1.865759 -0.2 -0.1 -0.5
H 1.438393 3.645004 1.269124 -0.6 -0.3 0.6
H 1.331996 2.240670 2.598387 -0.5 1.0 -0.2
H 1.652590 1.226292 -0.903235 -0.1 0.3 -0.1
H 3.743423 -0.019782 1.200530 -0.5 0.3 0.5
H 2.445701 -0.318948 2.478027 0.3 0.4 -1.0
H 2.542930 -1.162448 0.956599 -0.6 -0.9 -0.6
C -3.115913 -1.470328 -0.301978 -1.0 1.9 -1.3
C -1.971914 -1.446510 -1.269210 0.2 -0.5 -0.7
C -1.346312 -0.358169 -1.714407 1.9 -2.1 -1.4
C -0.132175 -0.520960 -2.689795 -2.9 1.2 0.5
H -4.033217 -1.975004 -0.653357 0.8 -0.8 0.4
H -3.553194 -0.448070 -0.247549 0.6 -0.2 0.2
H -2.738061 -1.691396 0.666752 -0.3 -0.8 0.9
H -1.561972 -2.435876 -1.635890 -0.6 1.1 0.5
H -1.467272 0.652937 -1.443600 -1.0 0.9 0.6
H 0.333031 -1.426686 -2.587731 1.1 -2.5 0.6
H 0.602916 0.213528 -2.474051 0.5 0.9 -0.4
H -0.525750 -0.543970 -3.705392 0.3 0.7 -0.2
```
Positions in Å, forces in eV/Å.

Output
- HOMO-LUMO gap: 9.6394 eV
- LUMO energy: 0.71 eV
- SMILES: C[SiH](C)N=C=O.C/C=C/C


# 4
C7H15NS2 | ωB97M-V with the def2-TZVPD basis set

Structure (XYZ):
```
25
Properties=species:S:1:pos:R:3:forces:R:3
C -2.328390 -1.435761 1.652425 0.5 0.2 0.2
N -1.174858 -0.651641 1.225220 -0.4 -0.2 -0.4
C -0.768577 0.253098 2.273576 0.5 -0.2 0.2
C -1.476120 0.021411 -0.033529 -0.5 0.4 -0.3
C -0.256983 0.502566 -0.836713 0.2 0.0 -0.6
C 0.890659 -0.520933 -0.849822 -0.4 -1.0 0.4
C 2.020120 -0.221170 -1.836926 0.6 -0.5 0.2
C 2.750852 1.103210 -1.590080 0.1 -0.2 -0.1
S 1.665149 2.538260 -1.787432 -0.1 -0.1 0.1
S 0.343761 2.140588 -0.262256 0.0 -0.1 -0.1
H -2.571769 -2.153817 0.886557 -0.2 -0.2 -0.3
H -3.203388 -0.818003 1.886614 -0.2 0.1 -0.1
H -2.066182 -1.986357 2.552589 0.0 -0.1 0.1
H 0.157056 0.752936 2.004052 0.1 0.1 0.0
H -0.578271 -0.289459 3.203999 -0.1 -0.1 -0.2
H -1.525986 1.002093 2.479101 -0.4 0.5 0.1
H -1.971604 -0.720753 -0.697766 0.1 0.4 0.5
H -2.188705 0.907780 0.103943 0.6 -1.0 -0.1
H -0.585891 0.686282 -1.890814 0.1 -0.1 0.8
H 1.265987 -0.672914 0.182269 -0.1 0.3 -0.5
H 0.457731 -1.527764 -1.099846 0.2 0.8 0.0
H 1.608100 -0.222693 -2.847568 0.0 0.1 -0.1
H 2.766979 -1.065495 -1.796096 -0.6 0.8 0.0
H 3.217325 1.131401 -0.603812 -0.1 0.0 0.1
H 3.553005 1.247133 -2.317686 -0.1 0.0 -0.1
```
Positions in Å, forces in eV/Å.

Output
- HOMO-LUMO gap: 9.2078 eV
- LUMO energy: 0.85 eV
- SMILES: CN(C)C[C@@H]1CCCSS1


# 5
C7H15NSSi | ωB97M-V with the def2-TZVPD basis set

Structure (XYZ):
```
25
Properties=species:S:1:pos:R:3:forces:R:3
C 1.618409 -1.075686 -1.024559 -0.2 0.4 3.2
C 2.084890 -3.013809 -2.154006 -0.2 1.4 1.7
C 1.693333 -2.023419 -3.296116 0.1 -2.0 0.4
C -0.499776 2.487924 2.296350 1.0 0.7 0.2
C -1.348564 1.810707 -0.535132 1.9 -0.4 1.1
C -1.686420 -0.525149 1.566518 -0.8 -0.1 -2.4
C 1.353459 0.621366 1.044611 -3.1 -3.4 -1.7
N 1.800605 -2.296036 -0.803735 0.5 0.5 -1.1
Si -0.617754 0.978791 1.074652 0.8 0.8 0.1
S 1.492728 -0.397387 -2.573877 -0.4 0.7 -0.6
H 1.474532 -3.896166 -2.125929 -0.3 -0.4 -0.3
H 3.139175 -3.325467 -2.138535 -0.3 0.3 -0.1
H 2.552938 -1.960840 -3.917855 0.3 -0.1 -1.1
H 0.818018 -2.497736 -3.772810 0.3 1.0 -0.2
H 0.586378 2.915046 2.294000 -1.9 -0.6 -0.3
H -1.210296 3.337561 2.096113 0.7 -0.9 0.0
H -0.640795 2.230834 3.350699 -0.1 -0.2 -0.1
H -0.421928 2.013167 -1.108761 -0.7 0.3 -0.1
H -1.917721 1.094018 -1.080460 -0.6 -0.4 -0.5
H -1.915640 2.725850 -0.323979 0.3 -0.3 0.0
H -2.821129 -0.276060 1.343726 2.3 -0.7 0.7
H -1.363174 -1.452328 0.965902 -0.6 1.5 0.4
H -1.484965 -0.851446 2.553895 -0.3 0.0 1.3
H 1.927189 -0.138952 1.546371 -0.3 -0.4 0.3
H 1.886955 1.489484 0.958715 1.5 2.2 -0.9
```
Positions in Å, forces in eV/Å.

Output
- HOMO-LUMO gap (spin up / spin down): 7.2583 / 7.2567 eV
- LUMO energy (spin up / spin down): -0.66 / -0.66 eV


# 6
C7H15O2 | ωB97M-V with the def2-TZVPD basis set

Structure (XYZ):
```
24
Properties=species:S:1:pos:R:3:forces:R:3
C -1.401548 1.302923 -0.650175 0.0 -0.5 1.2
O -2.426831 2.099836 -0.210366 -0.6 -0.1 -0.3
C -1.680523 -0.212889 -0.286556 0.9 1.7 -0.6
C -0.687247 -1.189703 -0.956877 -0.4 0.7 0.1
C 0.679883 -1.006463 -0.374403 0.4 -0.8 1.0
C 1.642177 -0.310143 -0.974037 -0.3 -0.2 -0.3
C 2.966910 0.082651 -0.393946 -0.1 0.0 0.6
C 0.915824 -1.574384 1.031693 -0.1 1.1 -0.7
H -1.221545 1.360410 -1.733534 -0.1 0.1 -0.2
H -0.464439 1.593682 -0.135899 0.1 -0.1 -0.3
H -1.554771 -0.212863 0.795841 -0.4 -0.4 0.1
H -2.724624 -0.300544 -0.572620 -0.1 -0.7 0.1
H -0.576705 -0.970815 -2.024021 -0.5 -0.1 -0.1
H -1.097245 -2.190052 -0.817502 0.4 -0.3 -0.1
H 1.411122 0.072716 -1.964526 0.1 0.1 0.0
H 3.804548 -0.541980 -0.703985 0.1 0.1 -0.5
H 3.159321 1.133083 -0.613183 0.2 -0.1 -0.2
H 2.987871 0.010778 0.695466 -0.2 0.0 0.0
H 1.957170 -1.869538 1.106193 0.0 -0.4 0.3
H 0.223187 -2.369408 1.291894 0.1 -0.2 -0.1
H 0.762368 -0.746471 1.730393 0.0 -0.1 0.2
H -2.417109 2.158460 1.031765 0.9 0.4 0.2
H -2.147253 1.384458 2.515548 0.0 0.0 0.2
O -2.110530 2.296251 2.212847 -0.4 -0.3 -0.5
```
Positions in Å, forces in eV/Å.

Output
- Net charge: -1
- HOMO-LUMO gap: 7.0725 eV
- LUMO energy: 3.45 eV


# 7
C7H16 | ωB97M-V with the def2-TZVPD basis set

Structure (XYZ):
```
23
Properties=species:S:1:pos:R:3:forces:R:3
C 2.151797 -2.523201 -0.272070 -4.4 2.0 -1.6
C 1.886406 -1.279448 0.615933 -2.8 0.5 4.1
C 1.682712 0.011811 -0.262603 2.3 -0.1 0.8
C 1.632301 1.368542 0.523008 0.1 0.2 1.9
C 1.624518 2.682619 -0.219949 -0.5 -2.5 -3.8
H 1.485325 -2.148602 -1.281209 1.9 -1.6 2.4
H 3.118965 -2.640548 -0.599088 2.3 -0.3 -0.6
H 1.697313 -3.487746 0.037618 0.4 0.8 0.1
H 2.512768 -0.910623 1.549665 -0.1 -1.3 -2.3
H 0.916524 -1.564237 1.356654 1.9 0.9 -2.4
H 2.660945 -0.099502 -0.799518 -0.6 0.9 -0.2
H 0.918497 -0.097258 -1.036650 -0.2 0.1 0.4
H 2.508778 1.686055 1.152989 -0.4 -2.0 0.1
H 0.779621 1.363197 1.194291 -0.3 -0.4 0.3
H 0.898356 2.528582 -1.042465 -0.1 0.5 0.1
H 1.248219 3.566985 0.314609 1.4 -0.2 0.0
H 2.595454 2.438226 -0.795340 -0.9 2.4 0.8
C -5.111061 0.538869 0.007939 3.7 -2.5 -4.6
C -4.983669 -0.817946 0.145634 1.7 2.7 -3.6
H -4.364659 0.863480 -1.016791 -2.5 0.0 3.5
H -5.864253 1.181429 0.388655 -0.2 0.5 0.6
H -4.303103 -1.372240 -0.684675 -1.7 1.1 2.7
H -5.691762 -1.288452 0.723369 -1.0 -1.7 1.5
```
Positions in Å, forces in eV/Å.

Output
- HOMO-LUMO gap: 11.0157 eV
- LUMO energy: 0.92 eV
- SMILES: CCCCC.C=C


# 8
C7H16AlBNO6P2 | ωB97M-V with the def2-TZVPD basis set

Structure (XYZ):
```
34
Properties=species:S:1:pos:R:3:forces:R:3
C -1.559207 2.990518 0.477162 0.0 -0.1 0.0
C -0.610058 2.873022 -0.723625 -0.1 0.0 -0.1
O -0.074169 1.564394 -0.866142 0.1 0.2 0.1
B 1.128923 1.252742 -0.213725 0.1 -0.1 0.0
O 2.255923 1.558479 -0.922420 0.0 -0.2 -0.2
Al 1.159313 0.398320 1.763689 -0.2 0.0 -0.1
P 0.513629 -1.934664 1.683395 -0.2 0.0 0.2
O -0.945954 -2.173452 2.001305 0.0 0.0 -0.1
P 3.449143 0.534991 2.511030 0.0 -0.1 -0.1
O 4.341509 1.152673 1.499263 -0.1 0.0 -0.1
O 4.054836 -0.937752 2.946269 0.0 0.0 0.0
O 3.586065 1.367608 3.925824 0.3 0.0 -0.1
H -1.614641 2.031751 0.992248 0.0 0.0 0.0
H -1.213574 3.725223 1.205489 0.0 0.0 0.0
H -2.568297 3.259981 0.162173 0.0 0.0 0.0
H 0.200654 3.604524 -0.649243 0.0 0.0 0.0
H -1.144614 3.092853 -1.650805 0.0 0.0 0.0
H 3.054072 1.243342 -0.475432 0.1 0.3 0.3
H 0.206992 1.090227 2.850855 0.1 -0.1 0.1
H 0.847543 -2.502332 0.416153 0.2 0.0 0.0
H 1.373822 -2.759759 2.469004 0.1 0.0 -0.1
H 4.108127 -1.088430 3.893862 0.0 0.0 0.0
H 3.295559 0.882043 4.701095 -0.3 0.0 0.1
N -2.757707 -2.247757 -4.005028 0.0 0.0 0.0
C -2.919238 -3.093147 -2.988041 0.0 0.0 0.0
C -2.431118 -2.864475 -1.710087 0.0 0.0 0.0
C -1.728444 -1.694943 -1.467431 0.0 0.1 0.0
C -1.543576 -0.805561 -2.516614 -0.1 0.0 0.0
C -2.080663 -1.126736 -3.754696 0.0 0.0 0.0
H -3.472767 -4.000777 -3.207788 0.0 0.0 0.0
H -2.601021 -3.583900 -0.920009 0.0 0.0 0.0
H -1.345122 -1.479391 -0.476942 -0.1 0.0 0.0
H -1.005129 0.118750 -2.357378 0.0 0.0 0.0
H -1.960809 -0.448369 -4.593412 0.0 0.0 0.0
```
Positions in Å, forces in eV/Å.

Output
- Net charge: -1
- HOMO-LUMO gap: 7.8832 eV
- LUMO energy: 2.71 eV


# 9
C7H16Cl | ωB97M-V with the def2-TZVPD basis set

Structure (XYZ):
```
24
Properties=species:S:1:pos:R:3:forces:R:3
Cl 0.373989 -0.645022 -2.203123 -0.6 0.1 -0.5
H 1.658867 -1.218466 -2.133225 0.2 -0.1 -0.1
C 3.057750 -1.601871 -1.962391 0.8 -0.3 1.0
C 3.783845 -0.327106 -2.279458 -0.2 0.8 -0.4
C 3.038099 -2.008247 -0.467675 -0.5 0.4 -1.0
C 2.335853 -0.953990 0.376499 -0.1 -0.4 0.3
C 3.373303 -2.779215 -2.814888 0.3 -1.0 -0.8
C 3.546345 -2.637049 -4.351776 -0.2 0.1 0.7
C 4.190910 -3.882358 -4.966978 -0.1 0.2 -0.2
H 4.842157 -0.414656 -1.935139 -0.6 0.1 -0.2
H 3.765171 -0.137922 -3.378751 0.2 0.0 0.9
H 3.315335 0.564609 -1.794204 0.4 -0.8 -0.2
H 2.500309 -2.972458 -0.410691 0.4 0.3 0.2
H 4.092572 -2.150461 -0.175185 -0.3 -0.1 0.0
H 1.997080 -1.385055 1.321506 0.4 0.2 0.2
H 2.957244 -0.067641 0.534800 -0.2 -0.2 0.1
H 1.420662 -0.678362 -0.137156 0.1 0.3 0.2
H 4.368857 -3.098283 -2.432155 -0.3 -0.2 -0.1
H 2.667723 -3.618841 -2.604261 0.5 0.5 -0.1
H 2.563513 -2.443503 -4.802227 0.2 0.0 0.0
H 4.185533 -1.771606 -4.559785 -0.1 -0.1 -0.1
H 4.296548 -3.730058 -6.042664 0.0 -0.1 0.0
H 5.199005 -4.060942 -4.578139 -0.2 0.0 0.1
H 3.590349 -4.784560 -4.824893 0.0 0.1 0.1
```
Positions in Å, forces in eV/Å.

Output
- HOMO-LUMO gap (spin up / spin down): 9.4123 / 9.2395 eV
- LUMO energy (spin up / spin down): 0.96 / -1.28 eV
- Expectation value of S²: 0.755
- Multiplicity: 2


Computed ΔE to the lowest compared entry with this formula, charge and spin (kJ/mol) in order:
22.78; 484.52; 0.00; 0.00; 419.91; 206.97; 499.94; 0.00; 30.29